Below is C32H51CaN4O2P2 as an isolated structure at a distorted geometry, with properties calculated with the ωB97M-V functional and the def2-TZVPD basis.

Geometry as ORCA input:
```
! RIJCOSX wB97M-V def2-TZVPD def2/J DEFGRID3
* xyz 1 1
C 1.5171 2.4042 -1.3903
C 0.4641 3.0124 0.5972
C 1.9698 3.6915 -1.5744
C 0.8565 4.3086 0.4678
C 1.6523 4.6497 -0.6394
H 2.5494 3.9195 -2.4684
H 0.5578 5.0564 1.2089
H 1.9994 5.6772 -0.7543
N 0.8615 2.1139 -0.2988
P 0.2508 0.0925 -2.5616
P -0.1200 0.8183 2.4443
C 1.6897 1.2752 -2.4424
H 1.8959 1.7260 -3.4311
H 2.5701 0.6628 -2.1744
C -1.0688 -1.7630 0.0979
O -1.4458 -2.9164 0.1839
C -0.5518 2.5389 1.6442
H -0.6896 3.2850 2.4328
C -1.5935 0.3384 3.4562
C 1.4745 1.0330 3.3442
C -1.1626 0.9775 -3.3905
C 0.8714 -1.4010 -3.4216
C -2.4724 -0.7336 2.7490
H -2.0066 -1.7288 2.7994
H -3.4340 -0.7848 3.2874
H -2.6802 -0.5065 1.6976
C -1.0772 -0.3078 4.7484
H -0.5598 -1.2523 4.5482
H -0.4195 0.3504 5.3170
H -1.9464 -0.5390 5.3791
C -2.4608 1.5698 3.7691
H -3.0107 1.3791 4.7018
H -1.8738 2.4779 3.9124
H -3.2080 1.7542 2.9857
C 1.9167 -0.3557 3.8896
H 1.4355 -1.1754 3.3495
H 2.9967 -0.4493 3.7590
H 1.7031 -0.4623 4.9624
C 2.5972 1.5322 2.3992
H 2.5768 1.0368 1.4242
H 2.5496 2.6131 2.2504
H 3.5584 1.2981 2.8733
C 1.2810 2.0692 4.4689
H 0.2946 2.5098 4.4733
H 1.4828 1.6267 5.4628
H 2.0194 2.8698 4.3327
C -0.2474 -2.4746 -3.4517
H 0.2154 -3.4698 -3.4316
H -0.9173 -2.3964 -2.5813
H -0.8500 -2.4081 -4.3664
C 2.0896 -1.9970 -2.6832
H 2.8371 -1.2650 -2.4123
H 1.7762 -2.5139 -1.7664
H 2.5415 -2.7646 -3.3190
C 1.3359 -1.0091 -4.8216
H 2.2674 -1.5504 -5.0486
H 0.6103 -1.3013 -5.6046
H 1.5440 0.0503 -4.9155
C -1.5699 2.2406 -2.5836
H -1.5971 3.1340 -3.2253
H -2.5494 2.0939 -2.1459
H -0.8820 2.4426 -1.7731
C -2.3720 0.0142 -3.3839
H -2.4928 -0.4465 -2.3894
H -3.2802 0.5913 -3.5978
H -2.2845 -0.7717 -4.1386
C -0.7909 1.4035 -4.8125
H 0.0591 2.0903 -4.8277
H -0.5898 0.5573 -5.4676
H -1.6572 1.9436 -5.2337
Ca 0.0522 0.2060 0.0013
N -1.8876 1.1862 0.0916
C -1.8636 2.1973 0.7790
C -3.0230 3.1882 0.8309
C -4.2673 2.6530 0.5472
C -2.8562 4.5389 1.1167
C -5.4007 3.4912 0.5580
H -4.3577 1.5868 0.3155
C -3.9824 5.3717 1.1231
H -1.8743 4.9564 1.3275
C -5.2535 4.8537 0.8474
H -6.3807 3.0740 0.3440
H -3.8591 6.4344 1.3454
H -6.1264 5.5087 0.8569
N 0.7394 -4.0984 -0.6031
C 1.3872 -3.1116 -0.0843
N 2.5734 -3.1555 0.5113
O 0.9623 -1.9253 -0.0432
H 1.2026 -4.9781 -0.5749
H -0.1536 -4.0626 -1.0893
H 3.0116 -2.3446 0.9113
H 3.0079 -4.0232 0.5277
*
```

Output
E_LUMO in eV: -2.3
Highest occupied orbital energy in eV: -9.312
HOMO-LUMO gap in eV: 7.06